No. 1
Here is one molecule with the formula C4H6N2 from the OMol25 dataset. Energies are from wB97M-V/def2-TZVPD.

Structure (XYZ):
```
12
Properties=species:S:1:pos:R:3
H -2.1785 1.1700 0.3549
C 1.0999 0.8846 -0.5692
C -0.1443 0.8924 -0.1401
N 2.2627 0.6835 0.1453
H -1.1342 -2.7827 0.2140
H 2.2202 0.6666 1.1508
H -2.7303 -1.2307 0.2457
C -1.6642 -0.9714 0.1788
H 3.1241 1.0116 -0.2528
C -1.3626 0.4805 0.1362
N -0.7370 -1.8444 0.1723
H 1.2442 1.0399 -1.6359
```

Relative energy (zero: lowest compared OMol25 entry of this formula, charge and spin) = 240.50 kJ/mol
Lowest unoccupied orbital energy = 0.7 eV
Structure (SMILES) = [H]/N=C/C=C=CN
Net charge = 0

***

No. 2
Here is C24H43BrP2Sn as an isolated structure from the OMol25 dataset. Energies are from wB97M-V/def2-TZVPD.

Structure (XYZ):
```
71
Properties=species:S:1:pos:R:3
H -0.1305 -2.1940 5.6364
P -1.6905 1.1823 -1.0936
H -5.1829 0.5648 3.2235
H 4.1304 0.7497 -4.6163
C 0.0139 -0.9654 -2.1845
C 2.2915 2.2294 -3.0695
H 5.3941 2.5900 -1.8203
H 0.8722 0.8075 4.3251
H 2.4044 2.2936 -5.2094
C 1.6715 -1.8587 0.2764
H 2.8797 -0.1351 -5.5028
C 4.8811 0.4915 -1.9808
C -1.2136 0.4041 4.1197
C 4.8869 1.9569 -2.5613
H 1.4097 -1.3877 1.2452
H 0.9224 -0.3279 -2.2938
C -2.9333 -2.9017 3.8942
H -3.8060 2.2406 2.8841
C 3.6591 -0.3791 -2.2205
Br -1.6098 -1.8820 0.3228
H 0.0304 -2.7459 3.9663
H 1.0806 -4.1254 -1.9602
H 3.6929 3.7218 -2.4284
C -2.5229 0.8026 3.7482
C 0.2771 -3.9046 -1.2570
C 3.0977 0.3762 -4.5571
H -3.3780 2.6003 4.5490
C -3.5032 0.9437 -1.1154
H 1.0846 1.2841 -4.6162
H 2.1477 -2.8254 0.4982
C -1.1832 -1.0177 4.1741
C -4.7496 -0.4362 3.2878
H 2.4581 -1.2784 -0.2068
H -2.5501 3.3239 -1.8773
C -1.2692 -0.0862 -2.4005
H -1.1503 0.4940 -3.3371
C 2.1516 1.5674 -4.4328
H 5.5024 2.0227 -3.4652
H -2.1878 2.8424 3.2705
H -3.7104 -0.1218 -1.1374
H -0.0125 -1.6180 -3.0681
H -0.6955 -4.1290 -1.7276
H 3.7077 -1.3303 -1.6383
C -1.6609 2.7213 -2.1565
H -3.2506 -3.2126 2.8927
H 0.9091 -1.3081 4.5089
H 1.3566 2.7463 -2.7610
H 5.8283 0.0052 -2.2458
H -2.1612 -0.7270 -2.4779
H -5.3091 -0.9980 4.0465
H -0.7706 3.3574 -1.9558
H -4.8988 -0.9480 2.3262
H 0.4398 -4.4773 -0.3255
C -3.3161 -0.3745 3.6445
H -0.1546 1.7408 5.4009
C 3.5657 2.6325 -2.5842
C -2.9915 2.1891 3.6082
C -0.0892 1.3149 4.3974
H -3.8888 1.3910 -0.1966
H -1.6730 2.5192 -3.2275
C 2.9441 -0.5061 -3.3877
C -0.0397 -1.8469 4.5921
Sn 2.7585 1.4080 -0.8303
C -2.4914 -1.4926 3.8985
H -2.1434 -3.5752 4.2289
P 0.2819 -2.1697 -0.8133
H -3.7943 -3.0323 4.5587
H -3.8932 1.4547 -1.9980
H -0.0749 2.1584 3.7026
H 2.4219 -1.4384 -3.6146
H 4.9270 0.6286 -0.8746
```

Relative energy (zero: lowest compared OMol25 entry of this formula, charge and spin) = 448.21 kJ/mol
Lowest unoccupied orbital energy (alpha / beta) = -8.1 / -8.1 eV
Net charge = +2

***

No. 3
Here is C43H62AlBBrN8O4 as an isolated structure from the OMol25 dataset. Energies are from wB97M-V/def2-TZVPD.

Structure (XYZ):
```
120
Properties=species:S:1:pos:R:3
O 0.6170 -3.5266 -0.9617
N -0.1611 -0.4677 2.1722
H -0.8505 2.9385 -0.5649
C -1.6494 3.8909 1.9580
C 0.4387 2.8055 -3.0263
H -2.2742 -2.4386 -2.5591
Br -5.6483 -1.0393 -6.5625
C 2.4416 2.3217 2.3660
C -3.6369 -0.3707 -4.6653
C -0.9514 1.3323 3.1661
H -2.2626 1.9176 -0.7731
H -3.7290 1.2650 1.0896
H -3.3611 -0.6091 -0.8855
C -1.1895 -4.0351 1.4347
H 3.4559 0.3095 -0.7545
C -4.8770 -3.6972 -0.6742
H 0.8409 6.2147 0.8722
C -3.4630 2.2152 1.5571
H 2.7008 3.7962 -2.0807
H -3.6269 2.1267 2.6325
C -3.1835 -3.0043 -2.3613
C -5.0257 1.7837 -3.6021
C 3.8424 -2.7056 1.9057
H -4.5991 -4.7412 -0.8311
C 5.9775 -1.8846 0.0924
H 2.7095 0.2302 -2.9398
Al -0.0442 -0.0055 -0.7502
C 2.6255 -2.8437 2.5367
C 2.3829 3.7165 2.3513
C -3.7838 1.4357 -3.0890
H -5.5618 2.6304 -3.1922
H -1.8326 3.8361 3.0316
N -0.8504 -2.7402 1.2740
H -3.3510 2.0093 -2.2851
H 1.0677 4.1834 -0.7148
C 2.8355 2.7454 -2.3330
H 1.1522 -0.7821 4.6235
C 1.4731 3.6391 0.1279
O -1.4467 0.3028 -1.8895
N 1.1223 1.4561 -0.9906
H -2.2760 4.6918 1.5571
H 2.5541 6.2906 0.4768
N 0.8867 -2.7179 -1.7900
C 1.5337 2.2413 0.0993
H -6.5642 1.3032 -5.0318
N -1.6956 -2.1318 0.4042
H -0.3630 -4.6460 3.3202
H 3.2764 2.7014 -3.3313
C -3.6965 -2.7578 -0.9371
H 2.0403 6.3126 2.1657
C 1.8323 5.8794 1.1867
H 6.0767 -2.9659 0.2103
H 0.1768 3.6811 -2.4313
C 2.0372 1.6154 1.2512
H 0.0509 0.3456 5.4263
H -4.6084 -1.1754 0.2249
H 3.3223 -3.8583 4.2514
H 4.9176 -1.8716 -2.4136
H 0.8064 3.1585 -3.9936
B 0.2073 -1.9944 2.1083
H 1.7342 -4.4135 3.7278
H 3.2043 -1.9013 -1.9643
C 2.3672 -3.5347 3.8374
H -0.5013 -1.2773 4.9776
C -0.4277 -4.9897 2.2865
N 1.7024 -2.1948 1.7824
C -4.8816 -0.0225 -5.1495
C -1.8800 2.7866 -0.2525
H 4.2408 -3.2633 -1.5442
H 6.2675 -1.4073 1.0314
C 1.5186 1.9421 -2.3519
H -5.6939 -3.4630 -1.3617
H 0.9923 -0.0047 -3.2486
C -0.3230 0.1281 3.3619
C -4.1795 -1.3159 -0.7711
H 2.1357 0.5388 1.2444
C 3.5776 -1.9379 0.7565
H -3.0766 -1.1993 -5.0746
C -1.1538 1.4461 1.7950
C 1.7900 0.7311 -3.2515
C 0.1203 -0.4366 4.6701
N -0.6445 0.3596 1.1741
O 0.5146 -1.4790 -1.5172
H -0.9240 -5.9596 2.2752
C 4.4722 0.0186 -0.4904
H -3.9423 -2.7270 -3.0994
C 4.2064 -2.1757 -1.6395
H 1.8886 -2.8771 4.5634
H -0.6031 4.1500 1.8009
H -1.2329 2.0365 3.9284
H 4.7461 0.5428 0.4286
C 4.5547 -1.4968 -0.3110
H 2.7108 4.2857 3.2161
C -3.0879 0.3564 -3.6128
H 4.7841 -3.1056 2.2429
C 1.9082 4.3746 1.2287
H -2.8170 -5.2179 0.5600
C 2.9626 1.5829 3.5714
H -0.4731 2.2340 -3.1987
H -2.9427 -4.0616 -2.4958
H 0.0939 -2.4111 3.2275
C -2.2958 -4.2801 0.6556
H 1.9182 1.0704 -4.2829
O -1.0228 -0.7334 -3.8479
C -2.5794 -3.0504 0.0362
C -1.7304 -0.0873 -3.1050
C -2.0002 2.5808 1.2426
H 0.5886 -5.1213 1.9083
H 2.3053 1.7264 4.4333
H -2.4660 3.6623 -0.5475
C -5.5918 1.0495 -4.6327
H 3.9562 1.9378 3.8553
H 3.5481 2.3182 -1.6283
H 5.1467 0.3416 -1.2897
H -4.9482 -1.0868 -1.5154
H -4.1274 2.9911 1.1667
H 3.0291 0.5120 3.3696
H 6.6785 -1.5647 -0.6822
H -5.2454 -3.5907 0.3484
N 2.2898 -1.6291 0.7031
```

Relative energy (zero: lowest compared OMol25 entry of this formula, charge and spin) = 0.00 kJ/mol
Lowest unoccupied orbital energy = 2.4 eV
Net charge = -1

***

No. 4
Here is a 3-piece molecular cluster, C6H17NO2 overall from the OMol25 dataset. Energies are from wB97M-V/def2-TZVPD.

Structure (XYZ):
```
26
Properties=species:S:1:pos:R:3
H -0.0812 -1.8359 -2.8982
O -2.3404 -0.2471 -1.1160
C 0.2443 0.5668 1.2894
H -0.4443 2.0560 -1.7287
H -1.1749 1.8467 2.3703
O -1.2344 2.0342 -2.3062
H 2.4713 -0.6481 0.2663
H -0.2822 -1.5218 1.2077
H 1.1573 -0.0892 -1.6779
H -2.2975 -0.1069 -0.1574
H -1.6302 0.1602 2.3804
C -0.7684 0.8350 2.4104
H -1.7330 1.2450 -2.0074
C 1.5900 -1.2754 0.1351
H -0.3321 0.6651 3.3997
H 0.1068 -2.9850 -1.5521
H 1.9427 1.2206 2.2615
C 0.3099 -1.9746 -1.8970
C 0.9934 -1.0616 -1.2218
N 1.4403 1.3983 1.4026
H 1.8794 -2.3231 0.2483
C 0.6239 -0.9148 1.2818
H 1.1177 -1.1819 2.2120
H -0.2250 0.8178 0.3381
H 1.1806 2.3780 1.3413
H -1.8082 -1.0203 -1.3199
```

Relative energy (zero: lowest compared OMol25 entry of this formula, charge and spin) = 52.25 kJ/mol
Lowest unoccupied orbital energy = 0.7 eV
Structure (SMILES) = C=CCC[C@@H](C)N.O.O
Net charge = 0